The following is a DFT calculation (the ωB97M-V functional and the def2-TZVPD basis) of C3H3NOS in the gas phase at a distorted geometry.

The geometry in XYZ format:
```
9
Properties=species:S:1:pos:R:3:forces:R:3
C -2.44407 -0.35910 0.09914 -0.1094 -0.3032 -0.5422
C -1.31734 0.07229 -0.02300 -1.3320 -0.9802 0.1021
C 0.07177 0.47574 -0.09543 1.0520 1.6259 0.4243
O 0.40786 1.67595 -0.03302 -0.4808 -1.8478 -0.1314
N 0.99533 -0.52826 -0.14579 0.8592 0.8787 0.0060
S 2.71601 -0.15245 0.04502 -1.6384 0.5369 -0.1104
H -3.45878 -0.82257 0.07187 1.5500 0.8891 0.2223
H 0.76721 -1.49277 -0.15377 -0.5472 -0.5759 0.0583
H 2.26201 1.13116 0.23498 0.6465 -0.2234 -0.0291
```
Forces are in eV/Å.

Results
E_LUMO   0.4359 eV
M   101.13 g mol⁻¹
SMILES   C#CC(=O)NS

***

The following is a DFT calculation (the ωB97M-V functional and the def2-TZVPD basis) of C6H8O2 in the gas phase at a distorted geometry.

The geometry in XYZ format:
```
16
Properties=species:S:1:pos:R:3:forces:R:3
C -1.57509 2.00539 0.11395 -0.5962 -0.4825 -0.2291
C -1.11360 0.65215 -0.17597 0.8869 -0.5333 -0.4108
C -1.12161 -0.63016 -0.19080 0.1679 1.2862 0.0441
C -1.75242 -1.91036 0.10766 -0.0588 -0.6794 0.3068
C 0.17009 0.04068 -0.71564 -1.2147 -1.1398 0.2051
C 1.37821 -0.01352 0.11788 -0.4213 -0.5327 0.3634
O 1.43018 -0.04496 1.33141 0.1646 0.3322 -0.7738
O 2.47376 -0.09014 -0.67574 0.8128 0.6772 1.2164
H -0.86952 2.47226 0.78121 -0.1149 0.1962 0.6787
H -2.61383 1.94490 0.44952 0.2727 0.4507 0.3604
H -1.53598 2.59073 -0.78456 -0.1177 0.3385 -0.6170
H -2.72961 -1.79586 0.61227 0.5444 0.0047 -0.2294
H -1.06268 -2.47355 0.74370 -0.2363 -0.0510 0.1338
H -1.88191 -2.51973 -0.78885 -0.0757 0.1096 -0.0674
H 0.35488 -0.10591 -1.76936 0.1059 0.4878 -0.2900
H 3.19360 0.10280 -0.03180 -0.1196 -0.4644 -0.6911
```
Forces are in eV/Å.

Results
E_LUMO   0.8609 eV
M   112.13 g mol⁻¹
SMILES   CC1=C(C)C1C(=O)O

***

The following is a DFT calculation (the ωB97M-V functional and the def2-TZVPD basis) of C5H14N2 in the gas phase at a distorted geometry.

The geometry in XYZ format:
```
21
Properties=species:S:1:pos:R:3:forces:R:3
C 2.14045 1.56392 0.49452 -0.6478 -0.1685 -1.3433
N 1.96344 1.06010 -0.88014 0.2862 -0.7830 -0.2724
C 0.74588 0.33210 -1.28549 -0.0791 1.0020 0.7099
C 0.22756 -0.72191 -0.25816 -0.3755 1.5177 -0.3654
N -1.18160 -0.37028 0.08812 1.3187 -1.4039 -0.2622
C -2.12200 -1.22826 -0.60070 -2.7707 1.1540 0.1389
C -1.38957 -0.24367 1.51485 0.1365 0.3743 0.4214
H 1.49993 2.44267 0.56545 0.2883 0.2604 0.3823
H 1.88560 0.89697 1.32606 0.0900 -0.1796 -0.1124
H 3.20025 1.78994 0.50939 0.0107 0.4772 0.5761
H 2.79606 0.54644 -1.13893 -0.1847 -0.1062 -0.0452
H -0.05158 1.07775 -1.42102 0.0576 -0.0989 0.4668
H 0.85037 -0.01705 -2.31357 0.5106 -0.4747 0.1695
H 0.80354 -0.63401 0.66267 0.1623 -0.0936 -0.1599
H 0.39624 -1.71794 -0.66424 -0.4297 -0.3036 0.1620
H -2.85008 -1.66763 0.10618 0.7426 -0.6670 -0.0161
H -1.72035 -1.93943 -1.30825 0.3793 -0.3058 0.2186
H -2.88658 -0.63947 -1.17883 0.9055 -0.0059 -0.0283
H -1.24653 -1.12234 2.16279 -0.0818 -0.5000 -0.4626
H -0.65976 0.47192 1.92192 -0.3868 0.1524 -0.2325
H -2.40128 0.12018 1.69738 0.0676 0.1527 0.0546
```
Forces are in eV/Å.

Results
E_LUMO   1.0610 eV
M   102.18 g mol⁻¹
SMILES   CNCCN(C)C